Here is a molecular structure, C2H6CsO from the OMol25 dataset. Energies are from wB97M-V/def2-TZVPD.

Calculated values
total charge: +1
E: -4761.38567 eV
energy relative to the best compared isomer or geometry (same formula, charge and spin): 4.86 kJ/mol
HOMO level: -14.701 eV
orbital gap: 0.4065 Ha
spin multiplicity: 1

Cartesian coordinates (Å):
C  -14.267  3.453  -21.352
C  -14.293  4.567  -20.327
Cs  -11.851  4.785  -23.773
H  -14.355  4.156  -19.320
H  -13.333  2.891  -21.292
H  -15.147  5.221  -20.491
H  -15.078  2.748  -21.178
H  -13.386  5.177  -20.369
H  -15.279  3.784  -23.015
O  -14.389  3.973  -22.705

natural (NBO) population analysis, charges in e, atoms 1 to 2: C -0.073; C -0.636

=====

Here is a molecular structure, C2H6CsO2 from the OMol25 dataset. Energies are from wB97M-V/def2-TZVPD.

Calculated values
⟨S²⟩: 0.75
total charge: +2
E: -6794.40567 eV
energy relative to the best compared isomer or geometry (same formula, charge and spin): 0.00 kJ/mol
HOMO level (spin up / spin down): -20.303 / -20.055 eV
orbital gap (spin up / spin down): 0.4748 / 0.2031 Ha
spin multiplicity: 2

Cartesian coordinates (Å):
H  0.896  1.372  1.717
C  0.004  -0.130  0.940
O  0.095  -0.513  -1.523
H  -0.423  -0.972  -2.188
H  -1.284  -1.449  -0.344
H  -0.778  -0.146  1.699
Cs  2.448  1.803  -1.312
O  0.608  1.155  0.828
C  -0.775  -0.486  -0.387
H  0.765  -0.896  1.095
H  -1.556  0.262  -0.525

natural (NBO) population analysis, charges in e, atoms 1 to 2: H 0.522; C -0.085

=====

Here is a single C2H6F2N2 molecule from the OMol25 dataset. Energies are from wB97M-V/def2-TZVPD.

Calculated values
SMILES: N[C@@H](F)[C@@H](N)F
E: -10585.90964 eV
energy relative to the best compared isomer or geometry (same formula, charge and spin): 23.15 kJ/mol
HOMO level: -9.999 eV
orbital gap: 0.4078 Ha
spin multiplicity: 1

Cartesian coordinates (Å):
N  0.370  -0.242  -1.816
H  0.575  -1.074  -2.421
N  -0.783  -0.022  1.532
H  0.546  0.684  -2.236
F  0.649  1.650  0.648
H  -1.278  0.505  2.281
C  -0.258  0.609  0.365
H  -1.221  1.246  0.034
H  -0.120  -0.635  1.943
F  1.540  -0.865  0.151
H  -0.331  -1.338  -0.042
C  0.309  -0.518  -0.439

natural (NBO) population analysis, charges in e, atoms 1 to 2: N -0.864; H 0.392

=====

Here is 2 unconnected molecules or ions with the total composition C2H6F4Si2 from the OMol25 dataset. Energies are from wB97M-V/def2-TZVPD.

Calculated values
E: -28799.51842 eV
HOMO level (spin up / spin down): -9.018 / -8.949 eV
orbital gap (spin up / spin down): 0.3245 / 0.2519 Ha
spin multiplicity: 1

Cartesian coordinates (Å):
F  -1.624  -1.622  -1.468
C  -2.514  -0.801  1.029
Si  -1.023  -0.741  -0.262
Si  1.114  -1.417  -0.079
F  1.081  -2.789  0.849
H  -2.768  0.146  1.318
C  2.640  2.389  -1.001
F  2.009  -0.504  0.953
H  3.664  2.439  -1.033
H  -2.362  -1.205  2.070
H  -3.282  -1.445  0.539
H  2.100  1.928  -0.178
F  -1.091  0.745  -0.930
H  2.056  2.879  -1.807

natural (NBO) population analysis, charges in e, atoms 1 to 2: F -0.654; C -1.098

=====

Q: Look up the spin multiplicity of the fourth one.
A: 1

=====

What did the second record say?
Here is a molecular structure, C2H6CsO2 from the OMol25 dataset. Energies are from wB97M-V/def2-TZVPD.

Calculated values
⟨S²⟩: 0.75
total charge: +2
E: -6794.40567 eV
energy relative to the best compared isomer or geometry (same formula, charge and spin): 0.00 kJ/mol
HOMO level (spin up / spin down): -20.303 / -20.055 eV
orbital gap (spin up / spin down): 0.4748 / 0.2031 Ha
spin multiplicity: 2

Cartesian coordinates (Å):
H  0.896  1.372  1.717
C  0.004  -0.130  0.940
O  0.095  -0.513  -1.523
H  -0.423  -0.972  -2.188
H  -1.284  -1.449  -0.344
H  -0.778  -0.146  1.699
Cs  2.448  1.803  -1.312
O  0.608  1.155  0.828
C  -0.775  -0.486  -0.387
H  0.765  -0.896  1.095
H  -1.556  0.262  -0.525

natural (NBO) population analysis, charges in e, atoms 1 to 2: H 0.522; C -0.085

=====

Q: Which formula does entry 3 have?
A: C2H6F2N2